--- P ---
29
Properties=species:S:1:pos:R:3 method="wB97M-V/def2-TZVPD" homo_energy_ev=-14.30 total_charge=+1
N 0.02 0.10 -0.16
H 0.85 -0.51 -0.07
H -0.69 -0.20 0.27
H -0.31 0.47 -1.13
H 0.54 0.77 0.32
O -2.29 2.01 0.51
H -2.29 2.29 -0.48
H -3.28 1.96 0.58
O -2.65 -1.31 -1.40
H -2.82 -1.97 -2.09
H -3.19 -1.53 -0.62
O -1.10 0.54 2.80
H -1.81 -0.25 3.01
H -1.74 1.28 2.82
O 2.69 -2.01 0.04
H 2.47 -2.34 -0.78
H 3.53 -1.61 -0.20
O 2.47 0.53 1.92
H 3.40 0.80 2.26
H 2.16 0.14 2.67
O 0.76 0.05 -3.45
H 0.78 -0.98 -3.54
H -0.11 0.25 -3.62
O -0.09 -2.61 1.37
H -0.85 -2.85 1.33
H 0.42 -3.37 1.27
O 0.86 3.07 -1.17
H 1.23 3.66 -0.47
H 1.06 3.62 -2.00

--- Q ---
29
Properties=species:S:1:pos:R:3 method="wB97M-V/def2-TZVPD" homo_energy_ev=-14.12 total_charge=+1
N 5.79 27.79 56.13
H 5.50 27.62 57.03
H 6.31 26.94 55.83
H 6.24 28.76 56.04
H 4.97 27.84 55.70
O 3.78 29.84 56.80
H 3.51 30.70 56.75
H 3.10 29.12 56.69
O 4.56 27.23 53.02
H 5.22 26.88 52.52
H 4.64 28.09 53.29
O 7.00 28.65 58.91
H 7.78 28.29 58.29
H 6.85 29.47 58.99
O 6.48 25.36 58.46
H 6.61 24.45 58.29
H 7.04 25.74 59.09
O 8.40 25.66 55.62
H 8.22 24.76 55.63
H 9.15 25.58 56.10
O 3.83 26.08 57.37
H 3.11 26.46 57.94
H 4.58 25.71 57.98
O 4.99 29.99 53.91
H 5.44 30.35 53.13
H 4.09 30.05 53.68
O 6.53 31.69 55.50
H 6.15 31.11 54.86
H 6.67 32.71 55.16

Which structure is the least stable? The one labeled P.

--- P ---
21
Properties=species:S:1:pos:R:3 method="wB97M-V/def2-TZVPD" homo_energy_ev=-8.17 total_charge=0 smiles="CC(N)=O.CCSC"
C 1.82 0.04 1.42
C 2.21 0.57 0.05
N 3.16 1.54 0.09
O 1.83 0.06 -0.98
H 2.66 -0.55 1.76
H 0.97 -0.62 1.29
H 1.55 0.81 2.14
H 3.50 1.95 -0.76
H 3.30 2.01 0.97
C -2.03 -1.11 0.96
C -2.23 -1.47 -0.53
S -2.69 -0.02 -1.52
C -1.14 0.85 -1.73
H -1.43 -0.21 1.06
H -1.61 -1.98 1.45
H -2.99 -0.86 1.41
H -1.37 -2.00 -0.94
H -3.12 -2.09 -0.62
H -0.82 1.50 -0.91
H -0.31 0.18 -1.94
H -1.24 1.42 -2.65

--- Q ---
21
Properties=species:S:1:pos:R:3 method="wB97M-V/def2-TZVPD" homo_energy_ev=-8.27 total_charge=0 smiles=CCN[C@H](CO)CS
C 1.41 0.33 -2.21
C -0.11 0.46 -1.60
N -0.41 -0.65 -0.75
C -0.65 -0.64 0.68
C -1.98 0.33 1.04
O -1.25 1.37 1.78
C 0.58 -0.28 1.48
S 2.04 -1.52 1.54
H 1.41 -0.72 -2.61
H 1.78 1.10 -2.85
H 1.99 0.38 -1.29
H -0.25 1.39 -1.00
H -0.53 0.36 -2.61
H 0.18 -1.45 -0.97
H -0.87 -1.69 0.86
H -2.74 -0.19 1.63
H -2.44 0.85 0.21
H -1.73 1.81 2.53
H 1.04 0.72 1.40
H 0.26 -0.20 2.56
H 2.25 -1.78 0.21

Which structure is the least stable? The one labeled Q.

--- P ---
14
Properties=species:S:1:pos:R:3 method="wB97M-V/def2-TZVPD" homo_energy_ev=-9.71 total_charge=0 smiles="C#CN(COO)C(=O)O"
C 0.60 -2.35 0.71
C 0.54 -0.95 0.94
N 0.40 0.59 0.84
C -1.09 0.81 0.73
O -1.77 -0.27 -0.04
O -1.97 0.12 -1.28
C 1.15 1.01 -0.42
O 0.59 1.80 -1.38
O 2.55 0.58 -0.74
H 0.49 -3.48 0.33
H -1.41 1.85 0.30
H -1.54 0.72 1.83
H -1.50 -0.55 -1.87
H 2.96 0.13 0.05

--- Q ---
14
Properties=species:S:1:pos:R:3 method="wB97M-V/def2-TZVPD" homo_energy_ev=-8.43 total_charge=0 smiles="O=c1[nH]c(O)c(CO)o1"
O -2.64 -1.10 -0.10
C -1.61 -0.52 -0.05
N -1.42 0.84 -0.21
C -0.05 1.08 0.02
O 0.38 2.33 0.07
C 0.56 -0.12 0.20
C 1.83 -0.66 0.56
O 2.50 -0.86 -0.66
O -0.41 -1.11 0.14
H -2.13 1.42 0.22
H 1.23 2.40 -0.40
H 2.45 -0.11 1.24
H 1.78 -1.65 1.07
H 3.46 -0.63 -0.66

Which structure is the least stable? The one labeled P.

--- P ---
20
Properties=species:S:1:pos:R:3 method="wB97M-V/def2-TZVPD" homo_energy_ev=-8.80 total_charge=0
C -1.72 1.20 0.22
C -1.58 0.01 -0.61
C -0.38 -0.80 -0.74
C 0.94 -0.50 -0.04
C 1.56 0.55 -0.75
C 0.69 -0.20 1.46
H -1.23 1.16 1.17
H -1.20 2.15 -0.31
H -2.92 1.32 0.39
H -2.32 0.20 -1.39
H -0.24 -1.38 -1.64
H 1.09 1.62 -0.42
H 2.69 0.75 -0.42
H 1.48 0.63 -1.88
H -0.03 0.56 1.67
H 1.80 0.04 1.64
H 0.56 -1.45 1.98
H 0.76 -2.38 -0.21
O 1.61 -1.68 -0.20
S -1.56 -1.77 0.07

--- Q ---
20
Properties=species:S:1:pos:R:3 method="wB97M-V/def2-TZVPD" homo_energy_ev=-8.36 total_charge=0 smiles="C=C(C)[C@@H](CC)SO"
C -0.27 -1.56 -1.45
C 0.01 -1.08 -0.27
C -0.61 -1.85 0.83
C 0.91 0.13 -0.12
C 0.33 1.20 0.77
C -0.79 2.19 0.31
S 2.81 -0.18 0.46
O 3.49 -0.04 -1.02
H 0.13 -1.04 -2.35
H -1.01 -2.30 -1.66
H -0.40 -2.87 0.61
H -1.67 -1.61 1.03
H -0.04 -1.52 1.74
H 1.32 0.44 -1.15
H -0.24 0.56 1.52
H 1.16 1.71 1.17
H -1.35 2.36 1.25
H -1.40 1.74 -0.47
H -0.33 3.09 -0.02
H 3.03 -0.57 -1.77

Which structure is the least stable? The one labeled P.